[1]
{"formula": "C12H16N3", "method": "ωB97M-V with the def2-TZVPD basis set", "charge": 1, "e_above_lowest_kcal_mol": 126.5, "gap_ha": [0.279, 0.175], "symbols": ["C", "C", "C", "C", "C", "C", "C", "C", "C", "C", "C", "C", "N", "N", "N", "H", "H", "H", "H", "H", "H", "H", "H", "H", "H", "H", "H", "H", "H", "H", "H"], "positions_angstrom": [[-1.473, 3.139, -2.946], [-2.485, 2.472, -2.275], [-0.110, 3.096, -2.417], [-2.274, 1.723, -1.168], [0.075, 2.363, -1.293], [-0.963, 1.601, -0.629], [-0.592, -3.576, -0.582], [0.117, -3.478, 0.725], [1.830, -1.378, 1.208], [0.999, -0.259, 1.990], [-0.605, 0.655, 0.335], [0.365, -1.726, -0.747], [-0.492, -2.533, -1.368], [0.866, -2.189, 0.437], [0.581, 0.911, 1.158], [-1.750, 3.876, -3.624], [-3.497, 2.820, -2.573], [0.553, 3.856, -2.841], [-3.087, 1.305, -0.628], [1.060, 2.191, -0.826], [-1.303, -4.313, -0.932], [-0.550, -3.223, 1.512], [0.704, -4.281, 0.850], [2.623, -0.939, 0.526], [2.299, -2.032, 1.900], [0.126, -0.856, 2.385], [1.499, 0.116, 2.877], [-1.285, 0.024, 0.863], [0.811, -0.871, -1.220], [0.180, 1.728, 1.895], [1.366, 1.378, 0.702]], "mulliken_charge": [-0.41, -0.48, -0.90, -0.54, -0.04, 1.21, -0.28, -0.46, -0.70, -0.61, -0.99, -0.28, -0.49, 0.07, -0.05, 0.41, 0.29, 0.33, 0.42, 0.04, 0.43, 0.30, 0.39, 0.34, 0.41, 0.34, 0.44, 0.43, 0.55, 0.42, 0.39]}



[2]
{"formula": "C11H17N2", "method": "ωB97M-V with the def2-TZVPD basis set", "spin_multiplicity": 3, "charge": 1, "e_above_lowest_kcal_mol": 0.0, "gap_ha": [0.200, 0.248], "symbols": ["C", "C", "C", "C", "C", "C", "C", "C", "C", "C", "C", "N", "N", "H", "H", "H", "H", "H", "H", "H", "H", "H", "H", "H", "H", "H", "H", "H", "H", "H"], "positions_angstrom": [[3.795, -0.135, 0.273], [3.266, 1.177, 0.381], [2.979, -1.236, -0.067], [1.905, 1.265, 0.129], [1.670, -1.110, -0.356], [1.093, 0.221, -0.334], [-1.238, 1.848, 0.018], [-0.337, 0.344, -0.640], [-1.522, -0.317, 0.213], [-0.962, -0.851, 1.552], [-2.430, -1.425, -0.372], [-0.609, 0.251, -1.983], [-2.323, 0.938, 0.538], [4.890, -0.096, 0.292], [3.851, 2.028, 0.717], [3.393, -2.163, -0.053], [1.366, 2.167, 0.015], [1.127, -1.868, -0.837], [-0.796, 2.580, 0.764], [-1.522, 2.357, -0.843], [-0.383, 0.065, 1.948], [-0.201, -1.569, 1.368], [-1.691, -1.329, 2.049], [-3.263, -0.864, -0.993], [-2.987, -1.854, 0.574], [-1.813, -2.094, -0.989], [0.171, -0.115, -2.504], [-1.480, -0.074, -2.342], [-2.788, 0.756, 1.507], [-3.163, 1.101, -0.024]], "mulliken_spin": [0.59, 0.37, 0.02, 0.02, 0.36, 0.32, 0.01, 0.11, 0.03, 0.04, 0.01, 0.05, 0.00, 0.02, 0.01, 0.01, 0.02, 0.03, 0.00, 0.00, 0.00, -0.02, 0.00, 0.00, 0.00, 0.00, 0.01, 0.00, 0.00, 0.00]}



[3]
{"formula": "C3H12N2O2", "method": "ωB97M-V with the def2-TZVPD basis set", "charge": 0, "e_above_lowest_kcal_mol": 90.7, "gap_ha": 0.305, "symbols": ["C", "C", "N", "N", "H", "H", "H", "H", "H", "H", "H", "H", "C", "O", "O", "H", "H", "H", "H"], "positions_angstrom": [[-0.362, -1.534, 0.651], [-0.315, 0.394, -1.554], [0.868, -1.527, 1.039], [-0.951, -2.482, -0.130], [-1.024, -0.814, 1.110], [1.491, -2.176, 0.568], [1.465, -0.312, 1.345], [-1.912, -2.358, -0.401], [-0.368, -3.098, -0.673], [0.330, -0.403, -1.919], [-0.201, 1.242, -2.236], [-1.392, 0.191, -1.492], [-0.369, 2.218, 0.286], [0.356, 1.095, -0.168], [1.838, 0.845, 1.573], [2.266, 1.193, 0.787], [-0.281, 2.288, 1.368], [-0.009, 3.133, -0.200], [-1.431, 2.106, 0.045]], "mulliken_charge": [0.04, -0.77, -0.48, -0.40, 0.39, 0.20, 0.35, 0.24, 0.22, 0.23, 0.35, 0.32, -0.71, -0.23, -0.83, 0.26, 0.26, 0.27, 0.31]}



[4]
{"formula": "C15H16BCl2F3N2O4", "method": "ωB97M-V with the def2-TZVPD basis set", "smiles": "C=CC(=O)N(CC(=O)N[C@@H](Cc1ccc(Cl)cc1Cl)B(O)O)CC(F)(F)F", "charge": 0, "e_above_lowest_kcal_mol": 0.0, "gap_ha": 0.363, "symbols": ["O", "O", "F", "F", "F", "Cl", "Cl", "O", "O", "B", "C", "C", "C", "C", "C", "C", "C", "C", "C", "C", "N", "N", "C", "C", "C", "C", "C", "H", "H", "H", "H", "H", "H", "H", "H", "H", "H", "H", "H", "H", "H", "H", "H"], "positions_angstrom": [[-0.204, -3.603, 2.982], [1.415, 0.629, 2.116], [-1.443, -1.395, 0.238], [-0.058, -1.793, -1.456], [-1.818, -3.051, -1.180], [1.413, 1.230, -6.135], [-0.284, 4.746, -2.338], [-1.645, 0.827, 2.002], [-1.330, 3.189, 2.155], [-1.077, 1.980, 1.526], [0.585, -2.710, 2.675], [1.132, 0.026, 1.100], [1.347, -2.339, 4.953], [1.197, -1.899, 3.730], [-0.226, 0.597, -4.103], [0.408, 2.858, -4.171], [-0.780, 0.782, -2.831], [0.428, 1.617, -4.735], [-0.203, 3.109, -2.940], [-0.755, 2.045, -2.221], [0.811, -2.479, 1.308], [0.338, 0.595, 0.150], [1.640, -1.345, 0.818], [-0.890, -2.323, -0.553], [-0.031, -3.188, 0.384], [-1.228, 2.251, -0.828], [-0.160, 1.951, 0.198], [-1.400, -0.042, 1.622], [-1.951, 3.236, 2.876], [1.776, -1.693, 5.722], [1.013, -3.316, 5.210], [1.474, -0.909, 3.441], [-0.321, -0.335, -4.622], [0.901, 3.642, -4.729], [-1.247, 0.002, -2.262], [0.077, 0.027, -0.637], [2.655, -1.470, 1.219], [1.738, -1.484, -0.256], [0.568, -3.856, -0.248], [-0.739, -3.757, 0.998], [-1.619, 3.277, -0.710], [-2.124, 1.656, -0.743], [0.619, 2.710, 0.271]], "mulliken_charge": [-0.68, -0.71, -0.26, -0.24, -0.30, -0.21, -0.21, -0.75, -0.59, 0.84, 0.97, 0.96, -1.01, -0.24, -0.83, -0.34, -0.24, 0.09, 0.01, 0.17, 0.28, 0.21, -1.57, 0.89, -1.07, -1.70, 0.27, 0.44, 0.30, 0.29, 0.35, 0.36, 0.45, 0.41, 0.60, -0.11, 0.45, 0.58, 0.31, 0.47, 0.71, 0.35, 0.29]}



[5]
{"formula": "C4H14NOS", "method": "ωB97M-V with the def2-TZVPD basis set", "charge": 1, "e_above_lowest_kcal_mol": 18.2, "gap_ha": 0.355, "symbols": ["C", "C", "C", "S", "C", "N", "H", "H", "H", "H", "H", "H", "H", "H", "H", "H", "H", "H", "H", "H", "O"], "positions_angstrom": [[-1.478, 0.128, 0.106], [-1.066, 0.204, -1.345], [0.447, 0.440, -1.559], [1.391, -1.161, -1.360], [2.957, -0.470, -0.720], [-0.851, -1.093, 0.753], [-2.560, 0.083, 0.202], [-1.125, 1.046, 0.573], [-1.159, -0.713, -1.939], [-1.605, 1.001, -1.847], [0.684, 0.674, -2.593], [0.884, 1.127, -0.840], [3.317, 0.277, -1.415], [2.762, 0.090, 0.204], [3.559, -1.339, -0.465], [-1.304, -1.356, 1.627], [0.160, -1.072, 0.590], [-1.113, -1.838, 0.088], [-0.598, 1.205, 3.634], [-1.972, 1.717, 3.290], [-1.330, 1.050, 3.017]], "mulliken_charge": [-0.55, -0.68, -0.74, -0.12, -0.82, -0.17, 0.43, 0.36, 0.33, 0.35, 0.37, 0.42, 0.31, 0.29, 0.34, 0.37, 0.07, 0.42, 0.31, 0.32, -0.62]}



[6]
{"formula": "C33H45BrMoN7O2PS5Sb", "method": "ωB97M-V with the def2-TZVPD basis set", "charge": 1, "e_above_lowest_kcal_mol": 34.0, "gap_ha": [0.204, 0.204], "symbols": ["Mo", "S", "Sb", "S", "S", "S", "C", "C", "C", "N", "C", "C", "H", "H", "H", "H", "H", "N", "P", "N", "C", "C", "C", "C", "C", "N", "C", "C", "C", "C", "C", "N", "C", "C", "C", "C", "C", "H", "H", "H", "H", "H", "H", "H", "H", "H", "H", "H", "H", "H", "H", "H", "H", "H", "H", "H", "H", "H", "H", "H", "H", "H", "H", "H", "H", "H", "H", "N", "C", "S", "C", "C", "C", "N", "C", "C", "H", "H", "H", "H", "H", "H", "Br", "C", "C", "C", "C", "C", "C", "C", "O", "O", "H", "H", "H", "H"], "positions_angstrom": [[0.297, -0.264, -0.056], [4.751, -1.252, 1.749], [3.678, 0.529, 0.956], [1.436, 0.571, 1.872], [2.391, -0.287, -1.016], [4.282, 2.577, 0.341], [-0.881, 4.513, -0.859], [-1.859, 3.573, -0.577], [-1.491, 2.256, -0.391], [-0.213, 1.853, -0.475], [0.737, 2.763, -0.745], [0.436, 4.095, -0.946], [-1.140, 5.554, -0.999], [-2.901, 3.845, -0.491], [-2.229, 1.498, -0.169], [1.762, 2.421, -0.765], [1.243, 4.786, -1.145], [-0.249, -0.674, -1.699], [-0.791, -1.440, -3.049], [-2.434, -1.404, -3.074], [-3.102, -0.360, -3.899], [-3.763, 0.686, -3.018], [-4.905, 0.059, -2.202], [-4.641, -1.433, -1.971], [-3.154, -1.696, -1.802], [-0.322, -2.997, -3.104], [1.125, -3.278, -3.005], [1.522, -4.328, -4.047], [0.371, -5.311, -4.300], [-0.464, -5.458, -3.035], [-1.178, -4.142, -2.722], [-0.122, -0.686, -4.315], [0.538, 0.635, -4.226], [1.608, 0.722, -5.301], [0.992, 0.655, -6.705], [-0.285, -0.197, -6.716], [-0.224, -1.291, -5.663], [-3.846, -0.852, -4.530], [-2.365, 0.087, -4.562], [-4.129, 1.504, -3.641], [-3.004, 1.111, -2.355], [-5.853, 0.183, -2.726], [-4.998, 0.571, -1.243], [-5.014, -2.031, -2.805], [-5.160, -1.785, -1.079], [-2.982, -2.733, -1.520], [-2.771, -1.054, -1.001], [1.348, -3.624, -1.991], [1.683, -2.352, -3.145], [2.402, -4.858, -3.678], [1.814, -3.841, -4.978], [0.756, -6.274, -4.630], [-0.268, -4.934, -5.105], [0.178, -5.749, -2.198], [-1.214, -6.243, -3.132], [-1.434, -4.107, -1.661], [-2.098, -4.074, -3.305], [0.979, 0.738, -3.237], [-0.197, 1.439, -4.351], [2.313, -0.099, -5.148], [2.174, 1.645, -5.170], [1.722, 0.245, -7.404], [0.757, 1.660, -7.057], [-0.437, -0.655, -7.694], [-1.162, 0.427, -6.527], [0.640, -1.940, -5.840], [-1.113, -1.922, -5.700], [1.710, -6.969, 2.294], [0.796, -6.601, 1.388], [-0.130, -7.632, 0.518], [0.706, -5.124, 1.160], [-0.532, -4.514, 0.989], [-0.580, -3.171, 0.699], [0.523, -2.416, 0.541], [1.715, -2.997, 0.734], [1.841, -4.336, 1.054], [1.841, -7.950, 2.482], [2.187, -6.300, 2.875], [-1.443, -5.090, 1.065], [-1.529, -2.678, 0.554], [2.596, -2.375, 0.653], [2.837, -4.741, 1.176], [-4.938, -1.544, 6.262], [-3.353, -1.384, 5.254], [-2.135, -1.715, 5.834], [-0.968, -1.594, 5.096], [-1.011, -1.152, 3.782], [-2.238, -0.826, 3.215], [-3.418, -0.936, 3.950], [-2.351, -0.354, 1.819], [-3.364, 0.015, 1.282], [-1.186, -0.361, 1.131], [-2.104, -2.057, 6.860], [-0.018, -1.838, 5.553], [-0.098, -1.035, 3.213], [-4.362, -0.671, 3.495]], "mulliken_charge": [-0.06, -0.51, 0.92, -0.34, -0.56, -0.51, -0.33, -1.32, -0.67, 0.97, -0.18, -1.04, 0.45, 0.52, 0.90, 0.21, 0.51, 1.11, -1.84, 0.41, -0.22, -0.15, -0.83, -1.39, -0.03, 0.76, -0.09, -0.94, -0.71, -0.66, -0.24, 0.80, 0.41, -1.05, -0.58, -0.84, -0.63, 0.40, -0.05, 0.61, -0.31, 0.38, 0.38, 0.42, 0.45, 0.26, -0.02, -0.05, 0.29, 0.41, 0.32, 0.45, 0.27, 0.10, 0.56, -0.24, 0.42, -0.27, 0.18, 0.27, 0.44, 0.33, 0.35, 0.45, 0.27, 0.27, 0.50, -0.34, -0.22, -0.29, 0.56, -0.68, -0.86, 2.26, -0.74, -0.64, 0.23, 0.21, 0.54, 0.41, -0.23, 0.53, -0.16, -0.17, -0.26, -1.31, 0.15, 0.26, -0.54, 0.15, -0.60, 0.93, 0.45, 0.46, 0.21, 0.61]}



[7]
{"formula": "C6H15N2", "method": "ωB97M-V with the def2-TZVPD basis set", "charge": 1, "e_above_lowest_kcal_mol": 81.6, "gap_ha": 0.318, "symbols": ["C", "C", "C", "C", "C", "C", "N", "N", "H", "H", "H", "H", "H", "H", "H", "H", "H", "H", "H", "H", "H", "H", "H"], "positions_angstrom": [[1.033, 0.974, 1.312], [1.613, 0.046, 0.281], [-1.684, -1.808, -1.358], [-0.173, 0.153, -1.387], [-2.298, 0.409, -0.451], [-1.350, -0.410, -1.035], [2.671, 0.351, -0.384], [1.503, 0.225, 2.554], [1.539, 1.984, 1.437], [-0.066, 0.947, 1.273], [-0.950, -2.388, -1.723], [-2.731, -1.780, -1.832], [-2.076, -2.097, -0.311], [0.047, 1.243, -1.226], [1.377, -1.023, 0.445], [0.553, -0.517, -1.940], [-2.670, 0.061, 0.579], [-3.247, 0.574, -0.996], [-1.858, 1.373, -0.263], [3.007, 1.289, -0.249], [3.232, -0.210, -1.027], [0.799, -0.378, 2.996], [1.729, 0.983, 3.305]], "mulliken_charge": [-0.27, 0.00, -1.31, -1.47, -1.43, 1.29, -0.18, -0.59, 0.41, 0.15, 0.41, 0.34, 0.33, 0.52, 0.29, 0.37, 0.34, 0.40, 0.35, 0.25, 0.28, 0.24, 0.28]}



[8]
{"formula": "C31H32BrN6S3SeSr", "method": "ωB97M-V with the def2-TZVPD basis set", "charge": -1, "e_above_lowest_kcal_mol": 0.6, "gap_ha": 0.253, "symbols": ["Sr", "C", "C", "C", "C", "C", "C", "H", "H", "H", "H", "H", "H", "S", "C", "S", "C", "C", "N", "C", "N", "C", "C", "C", "C", "N", "C", "Se", "N", "C", "C", "C", "C", "C", "C", "C", "C", "C", "C", "H", "H", "H", "H", "H", "H", "H", "H", "H", "H", "H", "H", "H", "H", "H", "H", "H", "H", "H", "H", "H", "H", "Br", "C", "C", "C", "C", "C", "N", "H", "H", "H", "H", "S", "C", "N"], "positions_angstrom": [[-0.829, 1.651, -0.245], [-1.827, 0.507, -4.409], [-1.578, -0.649, -3.682], [-2.625, -1.311, -3.052], [-3.918, -0.815, -3.148], [-4.169, 0.334, -3.887], [-3.124, 0.991, -4.520], [-1.004, 1.027, -4.883], [-0.565, -1.023, -3.601], [-2.431, -2.213, -2.484], [-4.732, -1.324, -2.645], [-5.178, 0.722, -3.957], [-3.318, 1.895, -5.087], [-1.427, 3.939, 1.313], [-0.879, 3.019, 2.680], [-0.308, 1.381, 2.515], [-0.901, 3.582, 3.949], [-0.464, 2.854, 5.094], [-0.108, 2.265, 6.021], [-1.365, 4.909, 4.185], [-1.720, 5.988, 4.391], [-1.356, -4.705, 1.701], [0.004, -4.432, 2.335], [-0.054, -3.392, 3.451], [-0.262, -1.964, 2.957], [0.911, -1.467, 2.249], [1.032, -1.273, 0.916], [-0.282, -1.571, -0.363], [2.266, -0.768, 0.682], [2.813, -0.359, -0.610], [3.853, -1.339, -1.138], [3.251, -2.665, -1.604], [2.486, -2.532, -2.916], [2.933, -0.607, 1.888], [4.178, -0.073, 2.186], [4.515, 0.014, 3.526], [3.636, -0.405, 4.530], [2.394, -0.937, 4.228], [2.069, -1.041, 2.885], [-1.276, -5.451, 0.909], [-1.770, -3.802, 1.253], [-2.063, -5.078, 2.447], [0.705, -4.099, 1.563], [0.412, -5.362, 2.739], [0.865, -3.428, 4.043], [-0.873, -3.632, 4.136], [-0.452, -1.274, 3.779], [-1.101, -1.887, 2.268], [3.240, 0.637, -0.479], [1.977, -0.263, -1.297], [4.610, -1.515, -0.368], [4.357, -0.852, -1.978], [2.587, -3.058, -0.827], [4.055, -3.397, -1.720], [1.662, -1.824, -2.823], [2.060, -3.490, -3.220], [3.140, -2.176, -3.714], [4.845, 0.279, 1.411], [5.472, 0.437, 3.805], [3.920, -0.286, 5.567], [1.696, -1.214, 5.005], [-4.509, 2.063, -0.301], [-3.664, 3.329, -1.429], [-4.294, 4.530, -1.706], [-3.628, 5.413, -2.537], [-2.388, 5.064, -3.052], [-1.849, 3.840, -2.704], [-2.483, 2.981, -1.897], [-5.254, 4.761, -1.270], [-4.072, 6.371, -2.772], [-1.837, 5.732, -3.699], [-0.878, 3.515, -3.059], [2.648, 1.625, -4.238], [1.519, 1.643, -3.064], [0.704, 1.656, -2.221]], "mulliken_charge": [1.60, -0.44, 0.02, -0.51, -0.54, -0.43, -0.41, 0.44, 0.17, 0.49, 0.39, 0.39, 0.41, -0.55, 0.84, -0.43, -0.08, 0.12, -0.61, -0.13, -0.59, -1.22, 0.14, -0.73, -1.50, 1.34, -0.63, -0.30, 0.93, -0.71, -0.74, -0.06, -0.61, 1.01, -0.75, -0.77, -0.84, -0.80, 0.03, 0.34, 0.21, 0.37, -0.13, 0.38, 0.32, 0.48, 0.48, 0.43, 0.51, -0.32, 0.42, 0.44, -0.12, 0.37, -0.29, 0.36, 0.34, 0.43, 0.39, 0.40, 0.47, -0.08, 0.03, -0.61, -0.23, -0.96, -0.06, 0.21, 0.45, 0.39, 0.45, 0.38, -0.43, 0.04, -0.79]}



The records above yield maximum force values of 4.67, 5.87, 5.11, 3.70, 2.66, 1.37, 6.99, 0.56 eV/Å, respectively.